Record 1
Formula: C19H42MgP2Si
Source: OMol25
Level of theory: the ωB97M-V functional and the def2-TZVPD basis

For the total energy, the calculation gives -1921.230638 hartree. As for the gap between HOMO and LUMO: 5.5 eV. The largest force on an atom is 2.77 eV/A. Its HOMO energy is -5.121 eV. The LUMO energy is 0.012 hartree. The energy above the lowest of the compared OMol25 structures with the same formula, charge and spin is 255.1 kJ/mol.

Geometry (Å):
1 P -0.0184 -2.4878 0.4648
2 P -0.3340 1.6421 0.6201
3 C -0.4240 -1.0583 -0.7027
4 C 0.1822 0.3535 -0.6499
5 H -1.5174 -1.0138 -0.7989
6 H -0.0618 -1.4778 -1.6456
7 H 1.2794 0.3268 -0.7657
8 H -0.1822 0.8684 -1.5394
9 C -2.0366 2.0097 0.1148
10 H -2.4658 2.6758 0.8741
11 H -2.6357 1.0897 0.0862
12 H -2.0813 2.5030 -0.8647
13 C 0.7104 3.0859 0.2298
14 H 0.4330 3.5330 -0.7357
15 H 1.7691 2.7890 0.2103
16 H 0.5711 3.8256 1.0317
17 C -1.0573 -3.8383 -0.1738
18 H -1.1270 -4.6144 0.6008
19 H -0.5746 -4.2678 -1.0613
20 H -2.0677 -3.4888 -0.4298
21 C 1.6152 -2.9539 -0.2222
22 H 2.3283 -2.1199 -0.1712
23 H 1.4840 -3.2636 -1.2655
24 H 2.0221 -3.7930 0.3536
25 Mg 0.5624 -0.3478 1.8220
26 C 0.4033 1.0613 -3.6408
27 C -0.9375 1.1339 -3.5327
28 C -1.8801 0.4159 -4.4434
29 C -1.5062 -1.0621 -4.7492
30 C -0.6745 -1.7656 -3.7132
31 C 0.6738 -1.8621 -3.7163
32 C 1.5540 -1.0579 -4.6186
33 C 1.1537 0.4409 -4.7778
34 C -0.5690 -1.9413 2.8476
35 H 1.0511 1.5890 -2.9370
36 H -1.4158 1.8724 -2.8844
37 H -1.9579 0.9592 -5.4010
38 H -2.8841 0.4352 -3.9922
39 H -2.4607 -1.6057 -4.7856
40 H -1.0607 -1.1248 -5.7528
41 H -1.2805 -2.3170 -2.9831
42 H 1.1763 -2.6885 -3.2111
43 H 1.5937 -1.5111 -5.6255
44 H 2.5763 -1.0943 -4.2190
45 H 2.1052 0.9922 -4.8458
46 H 0.6366 0.5776 -5.7385
47 H -0.3090 -1.5215 3.8346
48 H -0.2823 -3.0099 2.8737
49 H -1.6544 -1.8603 2.7085
50 C -0.8873 2.3744 4.0212
51 Si 0.6235 1.4534 4.6786
52 C 1.7564 2.6487 5.5905
53 C -0.0351 0.2464 5.9666
54 C 1.6530 0.6455 3.3406
55 H -1.3251 2.9508 4.8489
56 H -1.6677 1.6994 3.6494
57 H -0.6669 3.0812 3.2135
58 H 1.2084 3.1360 6.4120
59 H 2.6063 2.0825 6.0033
60 H 2.1767 3.4065 4.9133
61 H -0.6445 -0.5675 5.5553
62 H 0.8069 -0.2094 6.5061
63 H -0.6432 0.8158 6.6878
64 H 2.3023 1.3511 2.7911
65 H 2.3116 -0.1474 3.7435

Atom charges from the Löwdin analysis, given in e for atoms 1 to 2: number 1, P, carries 0.8045; number 2, P, carries 0.8233


Record 2
Formula: C19H42N2O12P3
Source: OMol25
Level of theory: the ωB97M-V functional and the def2-TZVPD basis

For the total energy, the calculation gives -2785.052888 hartree. As for the gap between HOMO and LUMO: 6.7 eV. The largest force on an atom is 9.63 eV/A. Its HOMO energy is -10.949 eV. As for the net charge: +1. The LUMO energy is -0.156 hartree.

Geometry (Å):
1 C -4.0778 -0.2810 -1.4506
2 C -2.9775 -0.3181 -0.3624
3 C -2.5116 0.9576 0.2140
4 C -3.0730 2.3507 -0.1809
5 O -2.1366 3.0313 -1.0396
6 O -1.4341 2.0364 -1.7167
7 C -1.4564 0.8888 1.2204
8 C -0.8579 2.1539 1.8602
9 C -1.5955 2.5925 3.1919
10 O -2.3825 3.7532 2.8905
11 C -1.0116 -0.4895 1.5766
12 C 0.0860 -0.6037 2.6915
13 C -0.0252 -1.9855 3.4375
14 C -1.1700 -1.9734 4.5321
15 O -2.1299 -2.9876 4.1951
16 N -1.4986 -1.5998 1.0463
17 N -2.4142 -1.4537 0.1208
18 P -3.0031 -3.0250 -0.5820
19 C -4.8202 -3.2718 -0.2541
20 C -2.5700 -3.1444 -2.3897
21 H -4.3297 0.7760 -1.7130
22 H -3.7419 -0.7450 -2.4115
23 H -5.0396 -0.7240 -1.0870
24 H -4.1172 2.3423 -0.5668
25 H -3.0980 2.9532 0.7674
26 H -1.1900 2.4499 -2.5660
27 H -0.8747 2.9851 1.1073
28 H 0.2341 1.9448 2.0216
29 H -2.2232 1.7135 3.5014
30 H -0.7930 2.8200 3.9343
31 H -3.2155 3.6327 3.3731
32 H -0.0844 0.2302 3.4193
33 H 1.0916 -0.5205 2.2196
34 H 0.9389 -2.1907 3.9694
35 H -0.1613 -2.8355 2.7252
36 H -1.6704 -0.9724 4.5668
37 H -0.7121 -2.2493 5.5198
38 H -2.7285 -3.0887 4.9527
39 H -5.4741 -2.9420 -1.0971
40 H -4.9686 -4.3806 -0.1668
41 H -5.1700 -2.8411 0.7138
42 H -3.4632 -3.0307 -3.0626
43 H -1.8749 -2.3099 -2.6795
44 H -2.0533 -4.1073 -2.5865
45 C 3.7548 6.1528 4.1758
46 O 3.1564 4.8537 4.3124
47 P 3.7537 3.6530 3.2596
48 O 2.5987 2.7255 3.5599
49 O 5.0167 3.3830 4.2598
50 C 4.7537 2.9442 5.5888
51 O 4.4330 2.5631 2.1396
52 C 5.2453 3.1574 1.1132
53 H 3.3015 6.8200 4.9068
54 H 4.8306 6.0995 4.3638
55 H 3.5744 6.5481 3.1747
56 H 3.7490 2.5369 5.7028
57 H 4.8819 3.7826 6.2757
58 H 5.4781 2.1705 5.8415
59 H 6.0825 3.7042 1.5551
60 H 4.6434 3.8350 0.5027
61 H 5.6357 2.3645 0.4774
62 C 3.2502 -3.9214 -7.0649
63 O 2.1734 -4.5017 -6.3123
64 P 1.2090 -3.4023 -5.4368
65 O 0.5565 -4.4841 -4.6202
66 O 0.3407 -3.0824 -6.7854
67 C -0.3846 -4.1453 -7.3957
68 O 0.3603 -2.1654 -4.6163
69 C 1.0127 -0.8866 -4.5951
70 H 3.7762 -4.7196 -7.5855
71 H 2.8628 -3.2125 -7.8020
72 H 3.9476 -3.4141 -6.3961
73 H -0.5328 -4.9900 -6.7226
74 H 0.1528 -4.4832 -8.2834
75 H -1.3584 -3.7624 -7.7004
76 H 1.1786 -0.5233 -5.6131
77 H 1.9689 -0.9611 -4.0711
78 H 0.3754 -0.1792 -4.0648

Atom charges from the Löwdin analysis, given in e for atoms 1 to 2: number 1, C, carries -0.0128; number 2, C, carries -0.1533


Record 3
Formula: C19H42N3O3PSi
Source: OMol25
Level of theory: the ωB97M-V functional and the def2-TZVPD basis

For the total energy, the calculation gives -1769.474744 hartree. As for the gap between HOMO and LUMO: 8.4 eV. The largest force on an atom is 4.64 eV/A. Its HOMO energy is -7.989 eV. Its SMILES is Cc1ccc(C(C)C)c(OC[SiH2][PH2]=N)c1.COC[C@@H](C)N.COC[C@@H](C)N. The LUMO energy is 0.015 hartree.

Geometry (Å):
1 C -1.3226 -2.8828 -0.7726
2 C -1.4899 -1.2324 -0.9755
3 C -0.5811 -0.1711 -0.0936
4 C -0.8180 1.4401 -0.3210
5 C -1.9204 2.0666 -1.4084
6 C -1.9992 3.6989 -1.5278
7 C -1.8204 4.2724 -3.0671
8 C -3.3388 4.2581 -0.7533
9 C -2.8473 1.0017 -2.3020
10 O -3.8041 1.5780 -3.2592
11 C -5.1009 0.8842 -3.2461
12 Si -6.5385 2.1917 -2.9575
13 P -7.5598 1.6163 -1.0488
14 N -9.1320 1.3143 -1.3217
15 C -2.5552 -0.5905 -2.0440
16 H -2.4009 -3.3804 -0.6512
17 H -0.7529 -3.3052 -1.7110
18 H -0.7593 -3.1284 0.2477
19 H 0.2143 -0.5827 0.6598
20 H -0.1532 2.2119 0.2783
21 H -1.0690 4.1327 -0.9193
22 H -0.7126 4.0935 -3.4745
23 H -1.9886 5.4507 -3.0338
24 H -2.5811 3.8188 -3.8395
25 H -3.7614 5.2022 -1.3271
26 H -4.1311 3.3728 -0.7484
27 H -3.0999 4.5968 0.3662
28 H -5.2363 0.0944 -2.3934
29 H -5.2582 0.4240 -4.3352
30 H -6.0451 3.5522 -2.7948
31 H -7.5217 2.1594 -4.0480
32 H -6.8782 0.3983 -0.5928
33 H -7.3333 2.6378 -0.0347
34 H -9.2397 0.2901 -1.0517
35 H -3.2142 -1.3567 -2.6794
36 C 0.7015 -0.4991 5.6278
37 O 2.0890 -0.5126 5.3327
38 C 2.5846 -1.7737 4.8751
39 C 2.2913 -2.0753 3.3865
40 C 0.8415 -2.4690 3.1117
41 N 2.6450 -0.9360 2.5273
42 H 0.3601 -1.4470 6.0544
43 H 0.1318 -0.2543 4.7303
44 H 0.5168 0.2950 6.3576
45 H 3.6726 -1.7252 5.0006
46 H 2.2353 -2.5847 5.5272
47 H 2.9161 -2.9294 3.0981
48 H 0.1626 -1.6111 3.0961
49 H 0.7599 -2.9526 2.1296
50 H 0.4770 -3.1786 3.8625
51 H 3.6431 -0.7464 2.6313
52 H 2.1970 -0.1051 2.9244
53 C 6.3130 -3.3119 -0.4313
54 O 5.4816 -2.5359 0.4165
55 C 5.7530 -1.1319 0.3881
56 C 5.1586 -0.3892 -0.8316
57 C 5.9215 -0.6315 -2.1324
58 N 3.7456 -0.7386 -1.0378
59 H 7.3325 -2.9182 -0.4842
60 H 5.8736 -3.3756 -1.4278
61 H 6.3553 -4.3283 -0.0284
62 H 5.2851 -0.7235 1.2915
63 H 6.8302 -0.9455 0.4880
64 H 5.2189 0.6853 -0.6197
65 H 5.6962 -1.6024 -2.5839
66 H 5.6546 0.1307 -2.8758
67 H 7.0035 -0.5735 -1.9711
68 H 3.2186 -0.4717 -0.2046
69 H 3.6835 -1.7607 -1.0477

Atom charges from the Löwdin analysis, given in e for atoms 1 to 2: number 1, C, carries -0.1121; number 2, C, carries -0.1772